The molecule C3H4OS2. Source: the OMol25 dataset; level of theory: ωB97M-V/def2-TZVPD.

Geometry as XYZ:
```
10
Properties=species:S:1:pos:R:3
C 0.45 0.86 0.54
C -0.03 0.86 -0.92
C -0.32 -1.37 0.49
H -0.99 1.40 -1.08
H 0.76 1.27 -1.56
H 0.38 -2.26 0.56
H -1.34 -1.61 0.78
O 0.06 -0.24 1.26
S 1.33 2.01 1.21
S -0.30 -0.92 -1.28
```

Output
Maximum force, eV/Å: 1.52
HOMO energy, eV: -8.952
SMILES: S=C1CSCO1



The molecule C3H3BrF2O. Source: the OMol25 dataset; level of theory: ωB97M-V/def2-TZVPD.

Geometry as XYZ:
```
10
Properties=species:S:1:pos:R:3
C -0.23 -0.08 -0.70
C -1.11 0.43 0.36
C 1.27 -0.47 -0.04
O -0.43 -0.25 -1.83
F 1.39 -0.06 1.27
F 2.21 0.24 -0.80
Br -2.99 0.35 -0.11
H -0.89 1.57 0.61
H -0.86 -0.16 1.29
H 1.63 -1.56 -0.06
```

Output
Maximum force, eV/Å: 3.49
HOMO energy, eV: -10.539
SMILES: O=C(CBr)C(F)F



A structure of composition C38H37N3O4STa. Source: the OMol25 dataset; level of theory: ωB97M-V/def2-TZVPD.

Geometry as XYZ:
```
84
Properties=species:S:1:pos:R:3
Ta -0.21 0.57 0.23
C 2.80 -5.02 -1.27
C 1.95 -3.75 -1.39
C 0.50 -4.09 -1.71
C 2.11 -2.91 -0.13
C 1.29 -3.07 0.98
C 1.50 -2.33 2.14
C 2.51 -1.39 2.22
C 2.71 -0.53 3.44
C 3.37 -1.27 1.12
C 3.17 -2.02 -0.03
H 2.73 -5.62 -2.18
H 2.44 -5.63 -0.43
H 3.84 -4.78 -1.09
H 2.35 -3.16 -2.22
H 0.09 -4.82 -1.00
H 0.42 -4.52 -2.71
H -0.14 -3.20 -1.68
H 0.50 -3.82 0.96
H 0.87 -2.50 3.01
H 3.77 -0.38 3.65
H 2.25 -0.99 4.32
H 2.25 0.45 3.32
H 4.23 -0.61 1.19
H 3.87 -1.93 -0.85
C 2.94 -0.20 -3.21
C 2.16 -0.57 -4.30
C 0.79 -0.62 -4.15
C 0.21 -0.29 -2.94
N 0.97 0.09 -1.89
C 2.30 0.11 -2.03
C -1.21 -0.43 -2.64
C -2.17 -0.75 -3.60
C -3.48 -1.00 -3.22
C -3.82 -0.96 -1.87
C -2.87 -0.60 -0.93
C -1.56 -0.29 -1.30
H 4.01 -0.16 -3.26
H 2.62 -0.83 -5.24
H 0.17 -0.93 -4.98
H 2.86 0.39 -1.16
H -1.90 -0.81 -4.65
H -4.22 -1.25 -3.96
H -4.83 -1.20 -1.56
H -3.16 -0.60 0.11
C -7.02 0.82 3.96
C -5.57 0.56 3.61
C -5.05 1.01 2.39
C -3.72 0.85 2.09
C -2.88 0.22 3.02
C -3.38 -0.24 4.24
C -4.72 -0.07 4.52
S -1.17 0.12 2.78
O -0.56 -0.33 3.98
O -0.84 -0.78 1.57
N -0.56 1.45 2.17
C -1.21 2.76 2.20
C -1.67 3.11 0.80
O -2.38 4.02 0.54
O -1.17 2.23 -0.13
H -7.66 0.64 3.09
H -7.14 1.86 4.25
H -7.35 0.19 4.78
H -5.70 1.49 1.68
H -3.34 1.23 1.15
H -2.71 -0.72 4.94
H -5.12 -0.43 5.46
H -0.49 3.53 2.50
H -2.06 2.82 2.88
C 1.75 1.74 0.41
C 2.29 2.65 -0.67
C 3.66 2.70 -0.89
C 4.21 3.57 -1.82
C 3.38 4.41 -2.56
C 2.01 4.37 -2.35
C 1.47 3.49 -1.42
C 3.94 5.31 -3.54
N 4.37 6.02 -4.33
H 1.46 2.37 1.25
H 2.55 1.09 0.78
H 4.32 2.07 -0.30
H 5.28 3.61 -1.97
H 1.36 5.02 -2.92
H 0.40 3.47 -1.29
```

Output
Maximum force, eV/Å: 3.32
HOMO energy, eV: -11.309
Total charge: +1



A cluster of 14 separate species, C7H38O13 in total. Source: the OMol25 dataset; level of theory: ωB97M-V/def2-TZVPD.

Geometry as XYZ:
```
58
Properties=species:S:1:pos:R:3
C -0.31 -2.94 1.37
C 0.71 -1.83 1.24
C 0.26 -0.58 0.68
C 1.11 0.19 -0.06
C 0.71 1.70 -0.37
C -0.50 2.21 -0.30
C -0.77 3.61 -0.32
H -0.55 -2.84 2.38
H -1.29 -2.78 0.88
H 0.02 -3.90 1.25
H 1.39 -2.43 0.63
H 1.20 -1.65 2.27
H -0.64 -0.10 0.99
H 2.11 0.09 -0.35
H 1.55 2.24 -0.43
H -1.25 1.41 -0.47
H -1.16 3.60 0.82
H -1.55 3.81 -1.05
H 0.00 4.34 -0.60
H 2.30 -1.65 -3.47
H 1.04 -1.03 -4.09
O 1.55 -1.90 -4.06
H -1.07 0.13 4.10
H -0.27 1.02 3.28
O -0.92 1.04 3.94
H -0.02 0.17 -2.01
H 0.88 0.88 -3.03
O -0.01 0.66 -2.93
H 1.84 1.43 3.28
H 1.91 1.85 1.74
O 2.31 1.53 2.54
H -2.14 -1.37 2.48
H -3.03 -0.28 3.08
O -2.49 -0.99 3.43
H -2.35 -2.11 -0.13
H -3.25 -1.06 -0.90
O -3.20 -1.85 -0.30
H 1.30 3.64 2.69
H 1.58 3.72 1.30
O 0.91 3.83 1.80
H 3.85 -1.07 -1.84
H 3.75 0.04 -2.94
O 3.36 -0.71 -2.61
H -2.25 2.34 2.58
H -3.48 2.66 1.58
O -2.89 2.02 1.94
H 0.83 -2.74 -1.99
H 1.01 -3.86 -2.99
O 1.11 -3.64 -1.94
H 3.38 -2.14 0.71
H 3.85 -0.68 0.78
O 4.04 -1.63 0.43
H -1.16 -2.70 -2.36
H -1.61 -1.28 -2.77
O -1.14 -1.70 -2.09
H -3.34 1.72 -2.90
H -3.53 0.36 -2.66
O -3.69 1.18 -2.21
```

Output
Maximum force, eV/Å: 10.11
HOMO energy, eV: -8.688



The ion C4H10NO with charge +1. Source: the OMol25 dataset; level of theory: ωB97M-V/def2-TZVPD.

Geometry as XYZ:
```
16
Properties=species:S:1:pos:R:3
O 1.35 1.97 0.93
C 1.52 0.80 1.10
C 0.76 -0.19 0.21
N -0.68 0.14 0.25
C -1.58 -0.53 -0.83
C -1.01 -1.80 -1.40
H 2.16 0.39 1.89
H 1.13 -0.08 -0.81
H 0.97 -1.23 0.44
H -0.73 1.14 0.07
H -1.03 -0.01 1.20
H -1.77 0.29 -1.53
H -2.52 -0.70 -0.32
H -1.73 -2.09 -2.18
H -0.97 -2.61 -0.68
H -0.11 -1.66 -1.98
```

Output
Maximum force, eV/Å: 1.28
HOMO energy, eV: -14.940
SMILES: CC[NH2+]CC=O
Total charge: +1



A cluster of 2 separate species, C6H16O in total. Source: the OMol25 dataset; level of theory: ωB97M-V/def2-TZVPD.

Geometry as XYZ:
```
23
Properties=species:S:1:pos:R:3
C 0.64 2.31 -0.35
C -0.13 1.00 -0.38
C 0.66 -0.13 0.32
C 0.86 0.13 1.82
C 0.03 -1.54 -0.03
C -0.70 -2.32 1.06
H 0.94 2.53 0.67
H 1.57 2.20 -0.91
H 0.09 3.15 -0.79
H -0.22 0.63 -1.40
H -1.11 1.03 0.11
H 1.62 -0.23 -0.19
H 1.88 0.44 2.09
H 0.63 -0.74 2.42
H 0.26 0.97 2.14
H -0.70 -1.34 -0.82
H 0.80 -2.13 -0.54
H -1.05 -1.68 1.87
H -1.54 -2.90 0.69
H -0.02 -3.07 1.48
H -1.62 -0.16 -2.87
H -1.08 1.22 -3.05
O -1.79 0.65 -3.36
```

Output
Maximum force, eV/Å: 1.29
HOMO energy, eV: -10.879
SMILES: CCC(C)CC.O



A structure of composition C27H36N5O3RuS6. Source: the OMol25 dataset; level of theory: ωB97M-V/def2-TZVPD.

Geometry as XYZ:
```
78
Properties=species:S:1:pos:R:3
Ru -1.27 -0.78 1.36
O -2.86 3.97 6.09
C -3.70 3.31 5.47
O -4.94 3.38 5.41
C -3.10 2.19 4.59
C -1.72 2.04 4.48
C -1.21 1.08 3.62
N -2.04 0.31 2.92
C -3.36 0.42 3.00
C -3.93 1.36 3.84
C -4.09 -0.46 2.05
C -5.47 -0.58 2.06
C -6.07 -1.41 1.12
C -5.28 -2.08 0.21
C -3.91 -1.92 0.27
N -3.32 -1.13 1.16
C 0.22 0.84 3.31
C 1.25 1.43 4.02
C 2.56 1.11 3.69
C 2.79 0.20 2.67
C 1.71 -0.34 1.99
N 0.45 -0.02 2.30
H -1.10 2.71 5.06
H -5.00 1.52 3.93
H -6.05 -0.04 2.79
H -7.15 -1.52 1.11
H -5.71 -2.74 -0.53
H -3.25 -2.44 -0.41
H 1.03 2.12 4.82
H 3.38 1.55 4.23
H 3.79 -0.10 2.40
H 1.83 -1.05 1.19
S -1.09 -2.67 2.69
S -1.66 -4.12 1.36
S -0.23 -3.86 -0.09
S -0.33 -1.79 -0.40
C -3.44 3.15 -0.10
S -1.96 2.25 -0.55
C -2.58 1.45 -2.03
O -1.91 1.17 0.49
H -3.63 3.91 -0.86
H -3.25 3.62 0.86
H -4.27 2.45 -0.02
H -2.77 2.21 -2.79
H -3.48 0.90 -1.78
H -1.79 0.78 -2.36
C 2.74 1.99 -4.53
C 1.39 1.45 -5.00
C 1.22 -0.07 -4.90
C 0.96 -0.62 -3.51
N 2.10 -0.53 -2.61
C 2.21 0.29 -1.55
S 1.03 1.38 -1.05
N 3.37 0.21 -0.86
C 4.43 -0.77 -1.07
C 4.07 -2.15 -0.50
C 5.11 -3.22 -0.83
C 5.13 -3.59 -2.31
H 2.85 3.04 -4.80
H 3.56 1.44 -4.98
H 2.84 1.93 -3.44
H 1.26 1.73 -6.05
H 0.58 1.94 -4.45
H 2.10 -0.56 -5.34
H 0.37 -0.37 -5.52
H 0.67 -1.67 -3.57
H 0.15 -0.09 -3.03
H 2.87 -1.15 -2.82
H 3.44 0.87 -0.11
H 5.32 -0.39 -0.58
H 4.67 -0.83 -2.13
H 3.09 -2.46 -0.86
H 3.97 -2.05 0.59
H 4.88 -4.11 -0.24
H 6.10 -2.88 -0.51
H 4.14 -3.92 -2.64
H 5.83 -4.41 -2.50
H 5.44 -2.76 -2.94
```

Output
Maximum force, eV/Å: 0.76
HOMO energy (spin up / spin down), eV: -7.594 / -7.610
Multiplicity: 2



A structure of composition C29H28FN3O2S. Source: the OMol25 dataset; level of theory: ωB97M-V/def2-TZVPD.

Geometry as XYZ:
```
64
Properties=species:S:1:pos:R:3
C -2.95 -1.96 2.81
N -1.49 -1.74 2.81
C -0.94 -2.52 3.74
O -1.43 -3.31 4.58
C 0.82 -2.46 3.93
C 1.53 -3.36 4.48
C 1.22 -4.71 4.73
C 0.29 -5.58 3.62
C 0.02 -6.93 3.83
C 0.68 -7.50 4.85
C 1.33 -6.96 5.74
C 1.71 -5.71 5.53
F 2.85 -4.95 6.30
H 1.93 -7.39 6.51
H 0.48 -8.67 4.94
H -0.67 -7.28 3.33
H -0.06 -4.84 2.91
H 2.51 -3.06 4.71
S 1.12 -0.76 3.76
C 0.23 -0.22 2.55
C 0.85 0.68 1.67
C 0.05 1.18 0.71
C -1.10 0.52 0.15
C -1.60 -0.43 1.07
C -0.98 -1.11 1.92
H -2.43 -0.92 0.51
C -1.56 0.91 -1.08
O -3.08 0.60 -1.28
N -1.01 1.47 -1.95
H -0.01 1.64 -1.95
C -1.69 1.81 -3.41
C -1.41 3.28 -3.57
C -0.07 3.82 -3.83
N 0.70 3.10 -4.92
C 0.55 1.66 -4.73
C -1.15 1.15 -4.57
H -1.50 1.21 -5.55
H -1.01 0.25 -4.17
H 1.07 1.39 -3.89
H 0.76 1.14 -5.52
C 0.12 3.76 -6.18
C 0.40 5.05 -6.22
C 1.89 5.32 -6.13
C 2.40 6.68 -6.36
C 1.34 7.48 -6.87
C 0.12 7.37 -7.23
C -0.27 6.07 -6.92
H -1.27 5.84 -7.13
H -0.70 7.93 -7.57
H 1.63 8.56 -6.94
H 3.27 6.90 -6.32
H 2.52 4.57 -5.94
H -1.03 3.54 -6.57
H 0.61 3.07 -6.97
H 0.63 3.76 -2.94
H -0.13 5.02 -3.92
H -2.03 3.64 -4.36
H -1.84 3.87 -2.52
H -2.75 1.60 -3.30
H 0.51 2.32 0.06
H 1.82 1.25 1.93
H -3.29 -2.48 3.71
H -3.14 -2.69 1.84
H -3.44 -1.12 2.89
```

Output
Maximum force, eV/Å: 16.79
HOMO energy, eV: -7.736



The molecule C5H10O2. Source: the OMol25 dataset; level of theory: ωB97M-V/def2-TZVPD.

Geometry as XYZ:
```
17
Properties=species:S:1:pos:R:3
O 2.34 0.22 1.02
C 1.59 -0.50 0.06
C 0.11 -0.37 0.39
C -0.37 1.06 0.52
C -1.68 1.31 0.54
O -1.27 -0.16 -1.67
C -0.74 -1.07 -0.73
H 3.27 0.13 0.80
H 1.77 -0.11 -0.96
H 1.86 -1.56 0.06
H -0.06 -0.88 1.35
H 0.36 1.87 0.49
H -1.03 0.72 -1.33
H -2.12 2.29 0.42
H -2.39 0.48 0.61
H -0.11 -1.77 -1.30
H -1.55 -1.66 -0.28
```

Output
Maximum force, eV/Å: 0.63
HOMO energy, eV: -9.786
SMILES: C=CC(CO)CO



The molecule C3H5NO2. Source: the OMol25 dataset; level of theory: ωB97M-V/def2-TZVPD.

Geometry as XYZ:
```
11
Properties=species:S:1:pos:R:3
O 1.84 0.14 -0.92
C 1.30 0.43 0.12
C 0.16 -0.49 0.91
N -0.88 -0.71 -0.06
C -1.05 0.33 -0.90
O -0.45 1.38 -0.71
H 1.56 1.34 0.68
H 0.38 -1.46 1.39
H -0.19 0.18 1.71
H -1.29 -1.61 -0.25
H -1.72 0.19 -1.75
```

Output
Maximum force, eV/Å: 1.26
HOMO energy, eV: -9.404
SMILES: O=CCNC=O



A structure of composition C28H29Cl2F5NO7S2Ti. Source: the OMol25 dataset; level of theory: ωB97M-V/def2-TZVPD.

Geometry as XYZ:
```
75
Properties=species:S:1:pos:R:3
Ti 0.26 -0.01 0.20
C 0.46 -3.49 -3.20
C -0.04 -2.21 -2.52
C -1.34 -1.76 -3.18
C -0.15 -2.48 -1.03
C -1.34 -2.98 -0.46
C -1.36 -3.53 0.80
C -0.20 -3.59 1.59
C -0.23 -4.16 2.97
C 0.98 -3.10 1.05
C 1.01 -2.55 -0.23
H 0.61 -3.33 -4.26
H -0.26 -4.30 -3.07
H 1.41 -3.82 -2.78
H 0.72 -1.44 -2.67
H -2.09 -2.55 -3.17
H -1.15 -1.52 -4.23
H -1.78 -0.89 -2.70
H -2.25 -2.98 -1.05
H -2.29 -3.91 1.20
H -0.14 -3.36 3.71
H 0.60 -4.85 3.13
H -1.16 -4.69 3.17
H 1.89 -3.14 1.63
H 1.97 -2.31 -0.68
O 3.09 -0.97 3.12
S 2.37 0.21 2.75
O 3.07 1.42 2.47
O 1.49 -0.17 1.53
C 1.13 0.50 3.98
C 1.68 0.63 5.25
C 0.88 0.83 6.36
C -0.49 0.90 6.21
C -1.06 0.78 4.95
C -0.27 0.58 3.83
S -1.22 0.51 2.32
O -1.02 -0.80 1.62
O -2.57 0.81 2.65
O -0.58 1.44 1.31
H 2.75 0.55 5.36
H 1.33 0.92 7.34
H -1.13 1.06 7.07
H -2.13 0.85 4.84
C -1.97 2.48 -4.25
C -1.59 3.07 -2.88
C -2.81 3.69 -2.19
C -0.45 4.09 -3.01
C -1.11 1.97 -2.04
N -0.75 1.10 -1.38
H -2.36 3.28 -4.87
H -2.74 1.71 -4.15
H -1.10 2.05 -4.75
H -3.19 4.49 -2.82
H -2.55 4.10 -1.21
H -3.60 2.95 -2.05
H -0.80 4.92 -3.62
H 0.42 3.65 -3.50
H -0.15 4.48 -2.04
F 6.18 2.99 -1.38
C 5.06 2.27 -1.29
C 4.99 1.03 -1.91
F 6.04 0.56 -2.57
C 3.83 0.28 -1.82
F 3.76 -0.92 -2.40
C 2.73 0.77 -1.12
O 1.59 0.07 -1.05
C 2.82 2.02 -0.53
F 1.73 2.48 0.10
C 3.97 2.77 -0.60
F 4.03 3.97 -0.03
Cl -3.45 0.02 -0.48
C -4.80 -0.59 0.50
Cl -4.88 -2.36 0.48
H -5.71 -0.20 0.08
H -4.63 -0.26 1.52
```

Output
Maximum force, eV/Å: 0.97
HOMO energy, eV: -11.766
Total charge: +1



A structure of composition C7H8AsClN2O6ReS4. Source: the OMol25 dataset; level of theory: ωB97M-V/def2-TZVPD.

Geometry as XYZ:
```
30
Properties=species:S:1:pos:R:3
Re 1.72 0.81 1.21
S 5.89 -1.62 2.94
As 5.95 0.33 2.84
S 3.90 0.67 0.57
S 1.63 0.54 3.21
S 6.35 2.23 3.09
O 3.30 4.53 0.42
Cl 3.17 3.29 -0.19
O 4.29 2.38 0.46
O 3.20 3.18 -1.57
O 1.86 2.59 0.31
O -1.95 -4.55 -2.33
C -2.91 -3.77 -1.71
N -2.24 -2.54 -1.35
C -2.87 -1.61 -0.62
O -4.01 -1.72 -0.21
C -2.12 -0.33 -0.32
C -2.86 0.85 -0.31
C -2.24 2.05 0.04
C -0.91 2.03 0.40
N -0.20 0.88 0.42
C -0.80 -0.29 0.06
H -2.34 -5.35 -2.71
H -3.39 -4.21 -0.83
H -3.78 -3.54 -2.34
H -1.33 -2.39 -1.75
H -3.91 0.82 -0.56
H -2.78 2.99 0.04
H -0.40 2.94 0.69
H -0.20 -1.19 0.11
```

Output
Maximum force, eV/Å: 1.46
HOMO energy (spin up / spin down), eV: -16.684 / -16.684
Total charge: +3



Record order is preserved below.
Electronic energy: -26892.8802, -80683.5335, -65049.2672, -34487.2014, -7840.2549, -8528.5949, -109773.0404, -52623.7610, -9440.5629, -8776.1848, -128743.3566, -141444.0296 eV
Record order is preserved below.
Energy relative to the best compared isomer or geometry (same formula, charge and spin): 23.3, 14.5, 15.7, 178.8, 24.5, 14.7, 7.2, 542.4, 57.2, 34.8, 24.0, 107.2 kcal/mol